(1)
A 2-piece molecular cluster, C4H13N2O2 overall at a distorted geometry. Source: OMol25; level of theory: ωB97M-V with the def2-TZVPD basis set.

Structure (ORCA input):
```
! RIJCOSX wB97M-V def2-TZVPD def2/J DEFGRID3
* xyz 1 1
O 0.93261 2.03879 0.02668
C 1.76825 1.26761 -0.34639
C 1.32881 -0.15873 -0.76080
C 0.06258 -0.03481 -1.61832
C -1.21012 0.34033 -0.89735
N -1.24161 0.41275 0.63629
N 1.17505 -1.06848 0.33894
H 2.89956 1.40643 -0.51822
H 2.13627 -0.47940 -1.49881
H -0.16635 -1.00589 -2.09259
H 0.37480 0.81940 -2.33136
H -1.95902 -0.42166 -1.06032
H -1.58360 1.30251 -1.39606
H -1.85969 -0.31314 1.02826
H -1.48378 1.33563 0.92036
H -0.30622 0.14386 0.97277
H 2.08374 -1.18488 0.84473
H 0.89086 -1.96367 -0.04476
H -2.71592 -2.29331 1.67905
H -1.36702 -2.32686 2.59441
O -1.88209 -1.88882 1.91812
*
```

Summary:
- Energy above the lowest of the compared OMol25 structures with the same formula, charge and spin: 56.4 kcal/mol
- Kohn-Sham gap: 10.558 eV
- LUMO: -0.112 Ha

Mulliken analysis output, partial charges in e: -0.4378, 0.0059, -0.3220, -0.4917, -0.6382, -0.1212, -0.5501, 0.3160, 0.4498, 0.3220, 0.3134, 0.3498, 0.2601, 0.3721, 0.3630, 0.3465, 0.2524, 0.2435, 0.3038, 0.2922, -0.6294

---

(2)
C26H51NO5S3 as an isolated structure at a distorted geometry. Source: OMol25; level of theory: ωB97M-V with the def2-TZVPD basis set.

Structure (ORCA input):
```
! RIJCOSX wB97M-V def2-TZVPD def2/J DEFGRID3
* xyz 0 1
C -0.29580 5.99255 -1.85612
C 0.83978 5.88534 -0.86330
N 1.19198 4.51584 -0.44915
C 1.72813 3.70785 -1.67587
C 2.40423 4.67459 0.49451
C 2.23223 5.50234 1.86790
C -0.03477 3.81020 0.11618
C 0.29896 2.49444 0.68795
O -0.88327 1.92134 1.30384
C -0.63862 0.58883 1.74466
H -0.20970 5.55649 -2.75731
H -0.23347 6.99139 -2.01570
H -1.32456 5.93380 -1.37615
H 0.55513 6.58705 -0.09403
H 1.71321 6.37457 -1.33149
H 2.17388 2.69410 -1.49434
H 2.59288 4.48444 -2.25241
H 1.10623 3.57602 -2.43603
H 3.19760 5.12949 -0.11712
H 2.81004 3.84971 1.00437
H 2.53217 6.45354 1.53453
H 2.80172 5.08132 2.70540
H 1.25164 5.27344 2.20125
H -0.82358 3.73569 -0.64601
H -0.54148 4.23497 0.83505
H 1.09246 2.69475 1.38850
H 0.70614 1.77431 0.10000
H -1.52797 0.44514 2.26259
H 0.04610 0.51905 2.48341
H -0.44733 -0.31287 1.24864
O -1.28863 -2.39535 0.03632
H -1.05919 -1.58289 -0.24723
C 0.83182 0.76717 -4.83174
S 0.09776 0.57540 -3.25329
O -0.74073 1.86508 -2.97475
C -1.11466 -0.71273 -3.62286
H 1.49550 1.44104 -5.01197
H -0.00347 0.89789 -5.67362
H 1.44742 -0.10206 -5.07046
H -1.43989 -0.91679 -2.51397
H -0.46788 -1.49277 -3.87203
H -1.85649 -0.24445 -4.15055
C -3.03645 -3.51708 -0.96999
S -1.91330 -2.23511 -1.38333
O -0.61246 -2.90915 -1.93183
C -2.73418 -1.95880 -2.93268
H -2.85500 -4.25888 -1.71521
H -4.09918 -3.08280 -0.98026
H -2.87779 -3.78059 0.03171
H -3.52581 -1.03824 -2.81598
H -3.17155 -2.80254 -3.51371
H -1.79175 -1.39808 -3.56585
C -2.59531 -2.32081 2.97781
S -3.38338 -3.60465 2.02154
O -4.15716 -4.41207 3.11797
C -4.67516 -2.58924 1.44242
H -1.96748 -2.92080 3.46145
H -3.05475 -1.36934 3.39380
H -2.21698 -1.68306 2.08473
H -5.05872 -2.05996 2.25747
H -5.43508 -3.15351 0.82993
H -4.21016 -1.73132 0.81752
C 4.59502 0.79560 -1.10411
C 4.87885 1.07247 0.42088
C 4.01390 0.71288 1.40351
C 2.86395 -0.13172 1.24994
C 2.61555 -0.46639 -0.15222
C 3.42931 -0.02631 -1.38913
H 5.14443 1.01398 -2.02068
H 5.70483 1.51881 0.49177
H 4.33519 1.42203 2.30260
H 2.35480 -0.18257 2.19294
H 1.68801 -0.96579 -0.39688
H 3.07472 -0.22030 -2.40211
C -0.22300 -4.31608 2.93390
C 0.45688 -5.13106 4.04913
C 0.42612 -6.50159 4.02510
C -0.13774 -7.23336 2.96952
C -0.70723 -6.66119 1.87187
C -0.83282 -5.14017 1.85949
H 0.03362 -3.24905 2.70418
H 0.98789 -4.47885 4.74031
H 0.91911 -6.86633 4.89321
H -0.19168 -8.43792 3.26039
H -1.10869 -7.32323 1.04281
H -1.16487 -4.64707 0.99844
*
```

Summary:
- Energy above the lowest of the compared OMol25 structures with the same formula, charge and spin: 70.0 kcal/mol
- Kohn-Sham gap: 5.039 eV
- LUMO: -0.017 Ha

Mulliken analysis output, partial charges in e: -1.6261, -0.5301, 0.8398, -0.8192, -0.2618, -1.4085, -1.3603, -0.2153, -0.4890, -0.7541, 0.3551, 0.6218, 0.3401, 0.4418, 0.5329, -0.0610, 0.3295, 0.5634, 0.6810, 0.0023, 0.4123, 0.3613, 0.3384, 0.3754, 0.6078, 0.1409, 0.5222, 0.4836, 0.5674, 0.0962, 0.0539, -0.7077, -1.4520, 0.9625, -0.7868, -1.5054, 0.6521, 0.2537, 0.3982, -0.2916, 0.5424, 0.6438, -0.7622, 1.3337, -0.8964, -1.3940, 0.5163, 0.2680, -0.4470, 0.1929, 0.4052, 0.9777, -0.9004, 0.8814, -0.8661, -1.1539, 0.6158, 0.4535, -0.0577, 0.4791, 0.3353, 0.2134, -0.2931, -1.0205, -0.1884, -0.1738, -0.5145, -0.5494, 0.3983, 0.6024, 0.2019, 0.5302, 0.5271, 0.5006, -0.2520, -0.6670, -0.4004, -0.2087, -0.6192, 0.1311, 0.4534, 0.3086, 0.3574, 0.1134, 0.3093, 0.4076

---

(3)
A 2-piece molecular cluster, C3H10N2O2 overall at a distorted geometry. Source: OMol25; level of theory: ωB97M-V with the def2-TZVPD basis set.

Structure (ORCA input):
```
! RIJCOSX wB97M-V def2-TZVPD def2/J DEFGRID3
* xyz 0 1
C -2.78172 -0.98952 0.97334
C -1.97746 -0.56976 -0.29959
C -0.71408 0.07458 0.07856
O -0.41259 0.23786 1.23301
O -0.03716 0.60437 -0.93680
H -3.78521 -1.42600 0.86446
H -2.92274 -0.07879 1.55832
H -2.18066 -1.61877 1.61187
H -1.92921 -1.27695 -1.07927
H -2.56540 0.36049 -0.68881
H 0.87175 0.83201 -0.83986
N 2.95912 -0.07463 -0.20170
N 2.77733 1.31251 -0.62691
H 3.87354 -0.47043 -0.27713
H 2.53179 -0.17398 0.66457
H 2.72345 1.51517 -1.73416
H 3.56926 1.74185 -0.29989
*
```

Summary:
- Energy above the lowest of the compared OMol25 structures with the same formula, charge and spin: 57.0 kcal/mol
- Kohn-Sham gap: 10.853 eV
- LUMO: 0.033 Ha

Mulliken analysis output, partial charges in e: -1.0110, -0.4064, 0.5912, -0.5707, -0.4274, 0.3394, 0.2656, 0.2705, 0.4082, 0.1856, 0.4933, -0.4057, -0.6110, 0.2164, 0.2118, 0.2205, 0.2297

---

(4)
C3H10BFKO4SSi as an isolated structure at a distorted geometry. Source: OMol25; level of theory: ωB97M-V with the def2-TZVPD basis set.

Structure (ORCA input):
```
! RIJCOSX wB97M-V def2-TZVPD def2/J DEFGRID3
* xyz 1 1
C 0.90908 -1.23294 1.67049
B 1.39963 -1.17131 0.17438
O 2.49327 -1.87372 -0.21530
Si 0.35655 -0.08385 -1.22544
C -1.48915 -0.32661 -1.21881
C -2.28836 0.43722 -0.14559
O -2.41057 -0.39118 1.01314
S 0.85566 2.07485 -0.81684
O 1.57490 2.19343 0.43472
O -0.25790 2.93007 -1.06252
F 1.93688 2.38900 -1.92547
H 1.68939 -1.64014 2.32033
H 0.56851 -0.25198 1.99322
H 0.05527 -1.91494 1.74530
H 3.19451 -1.46110 -0.72554
H 0.92899 -0.34433 -2.56159
H -1.88022 -0.15546 -2.22418
H -1.62252 -1.39441 -1.00719
H -3.26584 0.71776 -0.54075
H -1.78999 1.35951 0.15991
H -3.33515 -0.52727 1.21860
K 2.37705 0.66741 2.93912
*
```

Summary:
- Kohn-Sham gap: 9.578 eV
- LUMO: -0.136 Ha

Mulliken analysis output, partial charges in e: -1.2834, 0.7876, -0.4629, 0.0095, -0.6581, -0.3442, -0.5224, 1.0127, -0.5707, -0.5331, -0.2039, 0.3715, 0.2988, 0.2723, 0.3361, -0.1383, 0.4722, 0.3270, 0.4010, 0.1584, 0.2964, 0.9734

---

(5)
C5H12BBr4Na5O3 as an isolated structure at a distorted geometry. Source: OMol25; level of theory: ωB97M-V with the def2-TZVPD basis set.

Structure (ORCA input):
```
! RIJCOSX wB97M-V def2-TZVPD def2/J DEFGRID3
* xyz 2 1
Na -3.91577 -14.65447 -27.97021
Na -6.06106 -13.92091 -24.61172
Na -4.46198 -10.78459 -25.97605
Na -7.07473 -16.17949 -27.74029
Na -8.79143 -13.42520 -27.28048
C -5.89798 -12.61734 -27.72393
O -6.59261 -13.54785 -28.17942
O -4.70230 -12.37448 -27.94194
O -6.43521 -12.07368 -26.76043
B -9.85219 -15.70881 -28.32641
H -9.76893 -16.77911 -28.43493
H -8.82682 -15.37735 -28.38106
H -10.36343 -15.22602 -29.14482
H -10.33081 -15.50403 -27.38131
Br -6.81178 -11.33262 -31.98291
C -5.44431 -12.70500 -31.47679
C -6.20551 -14.01791 -31.38659
Br -4.94306 -15.49032 -31.07044
H -5.06944 -12.50721 -30.47257
H -4.58795 -12.75609 -32.14922
H -6.79115 -14.40257 -32.22157
H -7.01103 -13.94654 -30.65573
Br -3.54467 -9.19232 -32.18963
C -3.75151 -8.40523 -30.37294
C -4.50103 -9.35035 -29.41892
Br -5.13317 -8.38578 -27.71423
H -4.37647 -7.52567 -30.52756
H -2.82502 -8.00757 -29.95870
H -3.92465 -10.21237 -29.08305
H -5.39219 -9.73158 -29.91751
*
```

Summary:
- Energy above the lowest of the compared OMol25 structures with the same formula, charge and spin: 68.9 kcal/mol
- Kohn-Sham gap: 5.005 eV
- LUMO: -0.340 Ha

Mulliken analysis output, partial charges in e: 0.8527, 0.9540, 0.8187, 0.8352, 0.7990, 0.8162, -0.7729, -0.9919, -0.8977, 0.9281, -0.1400, -1.0436, -0.1843, -0.2083, -0.1188, -0.2853, -0.4528, -0.2252, 0.0325, 0.4721, 0.5145, 0.2065, -0.1343, -0.6231, -0.2262, -0.2075, 0.3848, 0.4288, 0.2589, 0.2096